The following is a quantum chemistry calculation of 7 unconnected molecules or ions with the total composition C39H94O27P6 in a non-equilibrium geometry, from the Open Molecules 2025 dataset.

Output
E_LUMO: 0.45 eV
Molar mass: 1180.998 g mol⁻¹
Energy above the lowest of the compared OMol25 structures with the same formula, charge and spin: 175.9 kJ/mol
Net charge: 0
Gap between HOMO and LUMO: 10.712 eV
Structure (SMILES): CCOP(=O)(OCC)OCC.CCOP(=O)(OCC)OCC.CCOP(=O)(OCC)OCC.CCOP(=O)(OCC)OCC.CCOP(=O)(OCC)OCC.CCOP(=O)(OCC)OCC.O=C1OCCO1
HOMO energy: -0.377 Ha

Last columns: bonded neighbours and bond lengths (Å).
Element x y z (Å)
1 H 7.331 9.332 17.047  C126 1.090
2 P 8.978 15.878 15.611  O26 1.474, O39 1.575, O66 1.578, O69 1.602
3 C 7.980 12.680 17.417  H49 1.094, C82 1.517, H111 1.087, H112 1.087
4 C 7.221 8.338 20.751  H57 1.090, O96 1.438, H125 1.092, C146 1.531
5 H 16.449 14.206 13.054  C40 1.097
6 C 14.961 12.249 10.290  C23 1.530, H97 1.092, H143 1.098, O145 1.416
7 H 7.822 12.108 13.132  C73 1.090
8 H 8.948 9.585 16.384  C126 1.092
9 H 9.152 14.229 18.360  C82 1.097
10 H 7.250 14.291 14.327  C43 1.091
11 O 13.708 14.381 12.724  P85 1.589, C160 1.451
12 H 6.693 10.247 7.612  C133 1.094
13 H 13.198 15.153 14.454  C160 1.094
14 H 4.396 9.520 10.399  C22 1.091
15 H 12.025 16.711 9.434  C148 1.095
16 H 14.594 16.850 13.109  C60 1.093
17 C 12.323 11.629 13.252  C20 1.546, O21 1.424, H130 1.087, H151 1.092
18 H 8.343 18.407 16.564  C50 1.092
19 H 8.708 9.213 6.498  C163 1.092
20 C 11.791 10.697 12.140  C17 1.546, O76 1.415, H128 1.086, H155 1.089
21 O 11.694 11.100 14.415  C17 1.424, C90 1.350
22 C 3.523 8.918 10.140  H14 1.091, C46 1.509, H93 1.091, H120 1.090
23 C 15.416 10.906 10.867  C6 1.530, H87 1.087, H117 1.094, H132 1.091
24 H 7.150 9.671 9.120  C133 1.092
25 H 6.078 18.414 17.695  C62 1.085
26 O 10.295 16.438 15.962  P2 1.474
27 C 20.292 10.260 18.532  H51 1.090, C65 1.524, H89 1.091, H127 1.089
28 P 6.473 7.183 18.579  O83 1.628, O96 1.616, O123 1.566, O156 1.481
29 H 8.270 7.340 9.756  C140 1.095
30 O 12.076 14.627 10.863  C42 1.447, P85 1.594
31 H 11.954 13.764 8.907  C42 1.089
32 C 9.125 6.964 11.726  H68 1.092, H72 1.094, H92 1.091, C140 1.517
33 H 12.351 6.105 7.527  C86 1.092
34 H 11.390 16.170 7.891  C148 1.086
35 H 11.207 7.198 9.300  C41 1.092
36 C 17.325 12.472 13.755  C40 1.519, H55 1.092, H94 1.093, O129 1.426
37 C 5.738 8.626 14.158  C45 1.528, H102 1.089, O138 1.426, H153 1.091
38 O 5.877 5.281 12.012  P144 1.461
39 O 7.865 16.917 15.207  P2 1.575, C50 1.414
40 C 17.272 13.991 13.746  H5 1.097, C36 1.519, H88 1.089, H158 1.087
41 C 12.134 7.667 8.962  H35 1.092, C86 1.519, O104 1.423, H141 1.087
42 C 11.615 14.618 9.491  O30 1.447, H31 1.089, H70 1.087, C148 1.528
43 C 8.104 14.218 13.654  H10 1.091, O66 1.474, C73 1.490, H136 1.088
44 H 3.115 5.108 20.702  C77 1.090
45 C 6.711 9.667 13.608  C37 1.528, H56 1.095, H79 1.092, H81 1.087
46 C 3.933 7.491 10.408  C22 1.509, O84 1.455, H99 1.087, H110 1.090
47 H 18.334 11.090 18.698  C65 1.092
48 H 8.656 9.540 18.141  C126 1.095
49 H 7.771 12.462 16.365  C3 1.094
50 C 7.475 17.968 16.068  H18 1.092, O39 1.414, C62 1.532, H64 1.095
51 H 20.951 10.149 17.670  C27 1.090
52 H 8.144 10.971 8.288  C133 1.090
53 H 13.241 17.089 12.148  C60 1.096
54 O 11.220 8.974 15.067  C90 1.187
55 H 17.614 12.106 12.768  C36 1.092
56 H 6.694 9.493 12.527  C45 1.095
57 H 8.205 8.630 20.382  C4 1.090
58 C 12.482 11.059 6.855  H78 1.095, H118 1.096, O122 1.423, C134 1.503
59 O 6.842 7.560 11.279  C140 1.434, P144 1.621
60 C 13.503 16.821 13.177  H16 1.093, H53 1.096, H108 1.086, C160 1.510
61 O 16.577 12.079 16.724  P142 1.472
62 C 6.238 17.670 16.920  H25 1.085, C50 1.532, H107 1.092, H161 1.092
63 O 18.761 10.585 16.691  C65 1.414, P142 1.602
64 H 7.143 18.802 15.440  C50 1.095
65 C 18.839 10.343 18.082  C27 1.524, H47 1.092, O63 1.414, H164 1.094
66 O 9.183 14.915 14.377  P2 1.578, C43 1.474
67 H 4.718 4.754 21.547  C77 1.093
68 H 9.929 6.335 11.339  C32 1.092
69 O 8.278 15.015 16.766  P2 1.602, C82 1.419
70 H 10.529 14.637 9.545  C42 1.087
71 O 9.676 8.781 8.249  P75 1.641, C163 1.415
72 H 8.965 6.565 12.732  C32 1.094
73 C 8.595 12.840 13.369  H7 1.090, C43 1.490, H106 1.093, H149 1.090
74 H 4.182 6.311 21.471  C77 1.092
75 P 10.800 9.950 8.502  O71 1.641, O104 1.616, O119 1.458, O122 1.591
76 O 11.534 9.537 12.908  C20 1.415, C90 1.350
77 C 4.152 5.400 20.870  H44 1.090, H67 1.093, H74 1.092, C165 1.519
78 H 12.444 11.919 7.531  C58 1.095
79 H 7.753 9.488 13.877  C45 1.092
80 H 16.191 8.177 17.000  C114 1.088
81 H 6.422 10.707 13.738  C45 1.087
82 C 8.903 13.882 17.350  C3 1.517, H9 1.097, O69 1.419, H100 1.093
83 O 8.087 7.057 18.408  P28 1.628, C124 1.456
84 O 4.377 7.412 11.792  C46 1.455, P144 1.616
85 P 13.621 14.345 11.137  O11 1.589, O30 1.594, O145 1.612, O162 1.456
86 C 12.274 7.194 7.525  H33 1.092, C41 1.519, H101 1.097, H116 1.087
87 H 16.283 10.600 10.287  C23 1.087
88 H 16.923 14.369 14.706  C40 1.089
89 H 20.683 11.163 19.004  C27 1.091
90 C 11.438 9.787 14.231  O21 1.350, O54 1.187, O76 1.350
91 H 7.806 8.120 7.539  C163 1.093
92 H 9.392 7.994 11.969  C32 1.091
93 H 2.709 9.285 10.767  C22 1.091
94 H 16.298 12.126 13.900  C36 1.093
95 H 4.083 5.821 18.750  C165 1.092
96 O 6.301 8.384 19.647  C4 1.438, P28 1.616
97 H 15.806 12.938 10.232  C6 1.092
98 H 13.338 12.231 5.333  C134 1.089
99 H 3.110 6.780 10.401  C46 1.087
100 H 9.905 13.622 16.998  C82 1.093
101 H 13.248 7.505 7.130  C86 1.097
102 H 5.890 8.502 15.230  C37 1.089
103 H 5.706 9.434 21.854  C146 1.094
104 O 11.996 9.071 9.141  C41 1.423, P75 1.616
105 H 14.820 10.435 15.354  C159 1.093
106 H 9.029 12.335 14.235  C73 1.093
107 H 6.301 16.641 17.279  C62 1.092
108 H 13.205 17.585 13.889  C60 1.086
109 H 12.716 10.590 4.792  C134 1.091
110 H 4.765 7.293 9.733  C46 1.090
111 H 7.050 12.908 17.933  C3 1.087
112 H 8.540 11.843 17.827  C3 1.087
113 H 11.610 11.868 5.047  C134 1.091
114 C 15.410 8.934 16.991  H80 1.088, H121 1.089, H135 1.091, C159 1.564
115 H 6.982 8.891 22.870  C146 1.088
116 H 11.545 7.521 6.788  C86 1.087
117 H 15.681 10.966 11.927  C23 1.094
118 H 13.325 10.428 7.161  C58 1.096
119 O 10.501 11.152 9.271  P75 1.458
120 H 3.172 9.031 9.114  C22 1.090
121 H 15.499 9.643 17.813  C114 1.089
122 O 11.334 10.237 7.031  C58 1.423, P75 1.591
123 O 6.055 5.925 19.413  P28 1.566, C165 1.419
124 C 8.774 7.667 17.278  O83 1.456, C126 1.480, H154 1.091, H157 1.088
125 H 7.432 7.381 21.232  C4 1.092
126 C 8.385 9.091 17.180  H1 1.090, H8 1.092, H48 1.095, C124 1.480
127 H 20.293 9.422 19.227  C27 1.089
128 H 12.554 10.371 11.439  C20 1.086
129 O 18.216 12.052 14.787  C36 1.426, P142 1.599
130 H 12.054 12.672 13.103  C17 1.087
131 H 11.886 15.420 13.474  C160 1.092
132 H 14.567 10.224 10.920  C23 1.091
133 C 7.595 10.034 8.192  H12 1.094, H24 1.092, H52 1.090, C163 1.509
134 C 12.560 11.474 5.413  C58 1.503, H98 1.089, H109 1.091, H113 1.091
135 H 14.419 8.508 17.154  C114 1.091
136 H 8.050 14.813 12.744  C43 1.088
137 H 7.175 10.295 21.740  C146 1.090
138 O 6.002 7.315 13.662  C37 1.426, P144 1.603
139 H 4.880 4.327 19.143  C165 1.091
140 C 7.990 6.905 10.721  H29 1.095, C32 1.517, O59 1.434, H166 1.093
141 H 13.015 7.353 9.517  C41 1.087
142 P 17.495 11.226 15.950  O61 1.472, O63 1.602, O129 1.599, O152 1.601
143 H 14.908 11.990 9.224  C6 1.098
144 P 5.787 6.728 12.186  O38 1.461, O59 1.621, O84 1.616, O138 1.603
145 O 13.809 12.757 10.938  C6 1.416, P85 1.612
146 C 6.789 9.285 21.874  C4 1.531, H103 1.094, H115 1.088, H137 1.090
147 H 13.083 15.816 8.484  C148 1.091
148 C 12.021 15.877 8.726  H15 1.095, H34 1.086, C42 1.528, H147 1.091
149 H 9.303 12.967 12.550  C73 1.090
150 H 15.137 8.842 14.823  C159 1.090
151 H 13.413 11.680 13.271  C17 1.092
152 O 16.777 10.007 15.202  P142 1.601, C159 1.435
153 H 4.731 8.887 13.831  C37 1.091
154 H 8.580 7.113 16.357  C124 1.091
155 H 10.976 11.154 11.581  C20 1.089
156 O 5.705 7.339 17.323  P28 1.481
157 H 9.807 7.533 17.592  C124 1.088
158 H 18.144 14.522 13.374  C40 1.087
159 C 15.458 9.574 15.564  H105 1.093, C114 1.564, H150 1.090, O152 1.435
160 C 12.977 15.425 13.417  O11 1.451, H13 1.094, C60 1.510, H131 1.092
161 H 5.390 17.627 16.234  C62 1.092
162 O 14.582 15.141 10.387  P85 1.456
163 C 8.468 8.990 7.540  H19 1.092, O71 1.415, H91 1.093, C133 1.509
164 H 18.414 9.342 18.206  C65 1.094
165 C 4.755 5.359 19.476  C77 1.519, H95 1.092, O123 1.419, H139 1.091
166 H 7.791 5.882 10.391  C140 1.093